74
Properties=species:S:1:pos:R:3:lowdin_charge:R:1 method="wB97M-V/def2-TZVPD" smiles="CNCP(C)(COC)(COc1ccccc1)/C(Cl)=C(/C)Cl.CN(C)P(=O)(N(C)C)N(C)C" relative_energy_ev=0.000 total_charge=0 gap_ha=0.3175 e_lumo_ev=0.70 mol_weight_g_mol=531.45
C 1.013 0.192 6.115 -0.126
N 0.166 1.331 5.784 -0.150
C 0.440 1.923 4.484 -0.324
P -0.243 0.977 3.023 0.860
C -0.229 -0.869 3.121 -0.216
C -1.081 1.703 1.506 -0.304
O -0.463 1.331 0.290 -0.236
C -1.034 0.170 -0.288 -0.093
C -1.982 0.937 3.876 -0.307
O -2.422 2.298 4.075 -0.128
C -3.789 2.442 3.997 -0.304
C -4.345 2.894 2.811 -0.015
C -5.719 3.050 2.698 -0.082
C -6.531 2.757 3.782 -0.103
C -5.965 2.299 4.960 -0.089
C -4.595 2.127 5.080 -0.008
C 1.532 1.009 2.110 -0.713
Cl 2.394 -0.481 1.737 0.655
C 2.176 2.111 1.726 -0.792
C 3.527 2.170 1.068 -0.151
Cl 1.445 3.680 1.976 0.714
H 1.134 0.172 7.200 0.080
H 2.018 0.244 5.679 0.084
H 0.498 -0.736 5.866 0.063
H 0.240 2.056 6.481 0.104
H 0.021 2.928 4.422 0.083
H 1.524 2.059 4.376 0.073
H 0.595 -1.237 3.724 0.024
H -0.229 -1.313 2.129 0.029
H -1.143 -1.220 3.602 0.047
H -2.126 1.395 1.447 0.086
H -1.089 2.792 1.558 0.076
H -1.435 -0.519 0.461 0.078
H -1.821 0.449 -0.996 0.094
H -0.277 -0.374 -0.854 0.072
H -2.704 0.390 3.257 0.097
H -1.947 0.405 4.832 0.080
H -3.699 3.123 1.973 0.109
H -6.120 3.429 1.767 0.102
H -7.600 2.905 3.689 0.099
H -6.621 2.082 5.794 0.102
H -4.166 1.751 5.999 0.120
H 3.458 2.057 -0.015 0.080
H 4.222 1.471 1.525 0.055
H 3.936 3.166 1.249 0.057
O 0.192 -1.296 -3.244 -0.283
P 0.964 -1.812 -4.406 0.687
N 1.063 -3.485 -4.069 -0.314
C 2.100 -4.364 -4.571 -0.139
C -0.239 -4.141 -4.163 -0.137
N 2.494 -1.016 -4.087 -0.298
C 3.695 -1.768 -3.733 -0.149
C 2.387 0.077 -3.110 -0.147
N 1.201 -1.907 -6.129 -0.301
C 2.471 -1.635 -6.781 -0.136
C 0.139 -1.121 -6.804 -0.134
H 1.990 -4.593 -5.642 0.084
H 2.054 -5.309 -4.026 0.085
H 3.094 -3.969 -4.400 0.041
H -0.601 -4.188 -5.202 0.080
H -0.977 -3.602 -3.569 0.072
H -0.183 -5.157 -3.772 0.080
H 3.523 -2.476 -2.913 0.088
H 4.480 -1.079 -3.419 0.081
H 4.128 -2.300 -4.581 0.057
H 2.338 -0.288 -2.077 0.079
H 1.511 0.692 -3.292 0.071
H 3.261 0.726 -3.200 0.079
H 2.886 -0.652 -6.547 0.086
H 2.310 -1.686 -7.860 0.084
H 3.202 -2.413 -6.567 0.066
H 0.236 -0.045 -6.613 0.083
H -0.844 -1.435 -6.440 0.075
H 0.154 -1.287 -7.881 0.077

82
Properties=species:S:1:pos:R:3:lowdin_charge:R:1 method="wB97M-V/def2-TZVPD" smiles="CC[C@@H](Cl)C1=CC(=O)C=C(CCCO)C1=O.COP(=O)(OC)OC.COP(=O)(OC)OC.COP(=O)(OC)OC" total_charge=0 gap_ha=0.3143 e_lumo_ev=-1.74 mol_weight_g_mol=662.93
C 7.569 5.430 2.543 -0.148
C 7.326 4.603 1.162 -0.256
C 6.440 3.285 1.352 -0.582
Cl 6.620 2.522 3.040 0.555
C 4.911 3.434 0.945 -0.119
C 4.282 2.272 0.410 0.066
C 2.754 2.254 0.005 -0.275
O 2.267 1.311 -0.673 0.027
C 1.859 3.484 0.508 0.070
C 2.410 4.676 1.043 -0.081
C 1.555 5.927 1.513 -0.149
C 0.300 5.576 2.439 -0.173
C -0.968 4.985 1.643 -0.248
O -2.192 5.407 2.323 -0.118
C 4.018 4.724 1.115 -0.200
O 4.510 5.874 1.277 0.045
H 8.143 6.371 2.248 0.078
H 8.224 4.828 3.271 0.062
H 6.538 5.636 2.978 0.066
H 6.979 5.287 0.315 0.116
H 8.381 4.251 0.854 0.111
H 6.882 2.496 0.641 0.108
H 4.866 1.306 0.276 0.134
H 0.735 3.340 0.372 0.111
H 1.185 6.563 0.636 0.131
H 2.258 6.583 2.144 0.119
H -0.062 6.578 2.882 0.122
H 0.560 4.932 3.355 0.127
H -0.989 5.396 0.582 0.123
H -0.981 3.836 1.687 0.118
H -2.652 4.639 2.714 0.084
C 0.382 -1.110 -0.340 -0.109
O -0.535 -1.710 -1.247 -0.210
P -0.936 -3.240 -1.004 0.394
O -1.579 -3.522 0.300 -0.243
O 0.412 -4.052 -1.297 -0.217
C 1.278 -4.361 -0.214 -0.105
O -1.822 -3.587 -2.284 -0.211
C -3.165 -3.124 -2.311 -0.103
H 0.198 -0.037 -0.311 0.075
H 0.267 -1.514 0.669 0.090
H 1.401 -1.281 -0.691 0.084
H 0.821 -4.159 0.756 0.083
H 2.192 -3.770 -0.307 0.088
H 1.537 -5.420 -0.265 0.089
H -3.253 -2.320 -3.043 0.091
H -3.495 -2.761 -1.335 0.085
H -3.809 -3.950 -2.614 0.090
C -0.537 -7.584 -3.164 -0.098
O 0.137 -8.820 -3.357 -0.213
P 1.735 -8.792 -3.447 0.395
O 2.422 -8.258 -2.248 -0.245
O 2.040 -8.022 -4.815 -0.205
C 2.262 -6.619 -4.778 -0.107
O 2.098 -10.298 -3.823 -0.204
C 2.061 -11.271 -2.789 -0.104
H -1.483 -7.773 -2.656 0.093
H 0.056 -6.897 -2.556 0.078
H -0.744 -7.130 -4.135 0.090
H 2.381 -6.242 -3.760 0.079
H 1.418 -6.111 -5.249 0.088
H 3.168 -6.394 -5.342 0.091
H 1.203 -11.928 -2.943 0.090
H 1.993 -10.817 -1.798 0.085
H 2.974 -11.865 -2.840 0.091
C -8.777 4.272 2.094 -0.104
O -8.095 3.042 1.898 -0.213
P -6.496 3.078 1.806 0.394
O -5.810 3.611 3.005 -0.246
O -6.199 3.854 0.440 -0.205
C -5.985 5.258 0.482 -0.108
O -6.127 1.574 1.427 -0.205
C -6.157 0.598 2.460 -0.101
H -9.721 4.074 2.601 0.091
H -8.190 4.962 2.705 0.088
H -8.988 4.728 1.124 0.088
H -5.866 5.632 1.501 0.083
H -6.833 5.763 0.014 0.086
H -5.081 5.490 -0.083 0.091
H -7.011 -0.063 2.306 0.091
H -6.225 1.050 3.452 0.085
H -5.240 0.009 2.406 0.092

72
Properties=species:S:1:pos:R:3:lowdin_charge:R:1 method="wB97M-V/def2-TZVPD" smiles="CCCOC1=CC(=O)C=C(P(=N)(O)O)C1=O.CCN(CC)CC.CCN(CC)CC" total_charge=0 gap_ha=0.2600 e_lumo_ev=-1.26 mol_weight_g_mol=447.56
C 0.478 -1.241 -1.912 -0.076
C 0.045 -1.166 -3.383 -0.210
C 0.300 -2.443 -4.159 -0.169
O -0.345 -3.597 -3.581 -0.012
C -1.614 -3.442 -3.179 -0.231
C -2.064 -3.946 -2.031 0.091
C -3.492 -3.814 -1.690 -0.375
O -4.057 -4.541 -0.907 0.111
C -4.240 -2.701 -2.361 0.041
C -3.825 -2.212 -3.529 -0.163
P -4.714 -0.916 -4.420 0.493
N -5.292 -1.318 -5.774 -0.128
O -3.587 0.236 -4.513 -0.140
O -5.729 -0.383 -3.280 -0.149
C -2.584 -2.790 -4.142 -0.312
O -2.352 -2.748 -5.325 0.147
H 1.089 -2.125 -1.718 0.080
H 1.065 -0.365 -1.625 0.061
H -0.383 -1.270 -1.241 0.067
H 0.593 -0.377 -3.905 0.117
H -1.012 -0.882 -3.455 0.089
H 0.008 -2.345 -5.206 0.119
H 1.363 -2.683 -4.125 0.131
H -1.407 -4.481 -1.357 0.140
H -5.132 -2.339 -1.865 0.121
H -6.287 -1.156 -5.871 -0.004
H -3.168 0.440 -3.668 0.075
H -5.631 0.558 -3.100 0.081
C 4.534 1.782 -2.301 -0.089
C 3.815 2.593 -1.234 -0.275
N 3.152 1.764 -0.242 -0.202
C 2.219 2.491 0.599 -0.255
C 2.772 3.566 1.543 -0.084
C 3.994 0.791 0.435 -0.247
C 5.224 1.310 1.191 -0.079
H 3.852 1.066 -2.764 0.073
H 4.915 2.447 -3.077 0.073
H 5.385 1.232 -1.898 0.065
H 3.037 3.195 -1.712 0.116
H 4.528 3.309 -0.793 0.102
H 1.661 1.754 1.185 0.098
H 1.485 2.962 -0.064 0.109
H 3.292 3.131 2.396 0.054
H 1.947 4.164 1.936 0.069
H 3.456 4.245 1.032 0.067
H 4.330 0.063 -0.307 0.100
H 3.351 0.232 1.121 0.112
H 5.782 2.038 0.599 0.066
H 5.898 0.480 1.408 0.072
H 4.964 1.777 2.139 0.055
C -2.120 -1.605 3.052 -0.089
C -1.053 -1.019 3.963 -0.274
N -0.510 0.236 3.470 -0.201
C 0.702 0.654 4.150 -0.256
C 0.624 1.014 5.638 -0.081
C -1.483 1.283 3.203 -0.249
C -2.388 1.733 4.356 -0.079
H -1.742 -1.702 2.032 0.073
H -2.408 -2.594 3.408 0.075
H -3.022 -0.993 3.028 0.064
H -0.216 -1.721 4.023 0.117
H -1.460 -0.942 4.984 0.103
H 1.113 1.506 3.599 0.096
H 1.431 -0.155 4.033 0.110
H 0.136 1.974 5.804 0.056
H 1.632 1.087 6.049 0.071
H 0.089 0.255 6.211 0.068
H -2.118 0.948 2.380 0.099
H -0.930 2.143 2.814 0.110
H -2.798 0.881 4.901 0.067
H -3.230 2.304 3.962 0.071
H -1.867 2.369 5.071 0.055